67
Properties=species:S:1:pos:R:3:forces:R:3 method="wB97M-V/def2-TZVPD" de_lowest_ev=0.665 energy_ha=-4135.79092 gap_ev="7.850 / 7.868" total_charge=+1 spin_multiplicity=3
Ni -0.983 -0.252 -0.010 1.1 -0.8 0.9
S -2.285 1.662 -1.313 -1.0 1.2 -0.4
S -3.398 -3.944 1.494 0.2 0.2 -0.1
S -0.603 0.328 2.252 -0.4 0.2 0.2
O 0.846 -0.929 -0.050 -0.1 -0.2 -0.5
O -0.907 1.657 -0.677 0.3 -0.1 0.0
N -2.180 -1.941 0.530 0.2 0.1 -0.3
N 2.045 -0.325 1.852 0.2 0.0 0.0
N -1.389 -1.129 -1.891 -0.1 0.0 0.4
N -2.277 -2.787 -3.054 -0.1 -0.1 0.1
N 1.522 0.731 3.776 -0.1 0.0 -0.1
C -2.560 -2.462 1.654 -0.2 -0.3 0.2
C -0.171 -0.003 -5.198 0.0 0.1 0.1
C -1.072 -0.935 -3.219 -0.1 -0.2 -0.3
C 4.201 -2.511 -1.830 0.0 0.0 0.0
C -0.747 -1.041 -5.946 0.0 0.0 0.0
C -2.713 3.426 -1.551 0.0 -0.2 -0.1
C 5.405 -2.510 -1.140 0.0 0.0 0.0
C -1.484 -2.046 -5.353 0.0 -0.1 -0.1
C 0.451 2.915 4.352 0.1 -0.1 0.0
C 5.474 -1.965 0.134 0.0 0.0 0.1
C -0.320 0.068 -3.829 0.0 0.0 0.0
C 4.342 -1.423 0.723 0.0 0.0 0.0
C -1.635 -1.976 -3.974 0.2 0.3 0.1
C 3.792 1.713 3.408 -0.1 -0.1 0.1
C 0.644 1.441 4.707 -0.1 0.2 -0.1
C 1.892 -0.854 0.646 -0.2 0.1 0.3
C -3.205 -3.864 -0.203 0.0 0.0 0.0
C 3.068 -1.972 -1.244 0.0 0.0 0.1
C 2.947 0.655 4.112 0.2 0.1 -0.1
C -3.503 1.482 0.062 0.0 0.0 -0.1
C -2.090 -2.238 -1.831 0.2 0.2 -0.3
C 3.131 -1.426 0.038 -0.1 -0.1 -0.1
C 1.097 0.229 2.607 -0.2 -0.1 -0.2
C -4.114 3.589 -0.987 0.0 -0.1 0.1
C -4.096 2.857 0.352 0.0 0.1 0.0
C -2.534 -2.731 -0.541 -0.2 -0.3 0.3
H -4.843 3.125 -1.657 0.0 0.1 0.0
H -2.768 -3.640 -3.257 0.0 0.0 0.0
H 4.146 -2.932 -2.826 0.0 0.0 0.0
H -2.961 1.056 0.910 0.0 0.0 0.0
H -3.463 3.397 1.058 0.0 0.0 0.0
H 1.381 3.472 4.468 0.0 0.0 0.0
H 6.412 -1.959 0.673 0.0 0.0 0.0
H -5.091 2.771 0.788 0.0 0.0 0.0
H 4.840 1.592 3.685 0.0 0.0 0.0
H 3.700 1.607 2.328 0.0 0.0 0.0
H 0.409 0.753 -5.709 0.0 0.0 0.0
H -0.599 -1.057 -7.018 0.0 0.0 0.0
H -2.626 3.668 -2.608 0.0 0.0 0.0
H -1.915 -2.846 -5.941 0.0 0.0 0.0
H -4.257 0.773 -0.283 0.0 0.0 0.0
H 3.307 -0.337 3.847 0.0 0.0 0.0
H 3.477 2.717 3.691 0.0 0.0 0.0
H 1.087 1.352 5.698 0.0 -0.1 0.0
H -2.365 -2.014 2.619 0.1 0.1 -0.1
H -3.581 -4.647 -0.841 0.0 0.0 0.0
H -4.378 4.640 -0.879 0.0 0.0 0.0
H 0.138 0.851 -3.238 0.0 0.0 0.0
H -1.964 3.975 -0.978 0.0 0.0 0.0
H 3.030 0.770 5.192 -0.1 0.0 0.0
H -0.297 3.358 5.010 0.0 0.0 0.0
H 6.293 -2.932 -1.593 0.0 0.0 0.0
H 0.112 3.011 3.322 0.0 0.0 0.0
H 4.382 -0.994 1.714 0.0 0.0 0.0
H -0.321 0.941 4.731 0.0 -0.1 0.0
H 2.123 -1.961 -1.770 0.0 0.0 0.0

99
Properties=species:S:1:pos:R:3:forces:R:3 method="wB97M-V/def2-TZVPD" de_lowest_ev=8.270 energy_ha=-2916.10195 gap_ev="4.300 / 3.856" total_charge=-1
La 14.871 -8.274 10.164 1.4 -0.1 1.8
F 16.727 -13.557 10.930 -0.4 -0.5 1.2
F 20.524 -7.911 5.992 -0.2 0.3 -1.0
O 12.901 -7.561 8.926 -0.4 -1.2 -0.4
O 14.962 -5.953 6.675 1.8 -1.6 0.2
O 15.754 -6.677 8.645 0.5 -0.8 -2.9
O 14.692 -8.633 12.448 0.5 -0.5 -0.8
O 14.476 -10.143 5.906 1.2 -0.4 1.3
O 15.999 -14.623 8.675 -0.5 1.0 -0.4
N 16.197 -9.303 7.383 -3.6 -1.2 -1.5
N 14.263 -11.034 10.170 -2.2 -1.0 0.1
N 13.454 -6.559 11.371 -0.2 0.6 -1.2
N 14.952 -12.683 7.861 0.8 -1.8 -1.3
N 13.370 -6.036 12.609 -0.3 -0.3 0.3
N 17.998 -5.962 11.425 0.5 -0.6 -1.3
N 17.647 -8.660 10.038 -1.0 -0.1 -4.0
C 13.355 -11.440 9.173 0.3 -1.0 -0.6
C 19.153 -6.435 7.321 0.2 -0.4 -1.5
C 15.391 -10.353 6.691 0.1 2.6 -0.5
C 16.647 -6.061 13.806 0.4 -1.2 -0.6
C 12.773 -7.554 15.934 -1.0 0.5 -0.2
C 12.309 -7.172 17.214 0.7 -1.0 0.3
C 11.233 -4.299 8.664 -0.7 0.4 0.3
C 16.254 -8.018 6.535 0.0 -0.1 2.2
C 12.115 -5.870 17.558 -0.4 0.9 -0.1
C 17.154 -10.023 8.150 1.9 -0.4 -1.1
C 13.624 -12.208 8.085 -0.5 0.9 2.0
C 12.204 -4.910 16.523 -0.5 0.5 -0.2
C 12.419 -6.306 9.250 -0.5 1.0 -1.2
C 18.055 -9.617 9.148 0.1 1.3 2.7
C 16.427 -5.029 12.916 0.3 0.3 -0.4
C 12.892 -8.913 15.620 1.3 -0.9 -1.9
C 19.401 -5.701 11.054 0.4 -0.1 -0.2
C 12.956 -6.579 14.922 0.6 -0.9 0.1
C 17.181 -4.937 11.771 -0.7 0.7 0.8
C 17.915 -8.553 11.329 0.8 1.2 2.1
C 20.980 -6.764 9.379 1.0 -0.5 -0.5
C 15.660 -13.013 10.314 -0.1 0.4 -0.1
C 20.320 -7.167 7.081 0.6 -0.2 2.5
C 18.410 -12.155 7.910 -0.8 2.3 1.6
C 17.686 -7.243 11.958 0.5 -1.8 1.5
C 12.333 -8.353 7.833 0.1 1.8 0.1
C 15.580 -13.534 9.024 0.6 -0.7 -1.3
C 11.446 -3.767 9.952 0.1 0.1 -1.2
C 11.713 -5.553 8.344 0.0 -0.6 -1.8
C 14.893 -12.031 10.871 1.8 2.2 -1.0
C 17.264 -11.338 7.726 0.6 -1.0 -0.2
C 15.672 -6.761 7.314 -2.2 1.4 1.6
C 18.242 -9.658 12.154 -0.6 2.0 1.3
C 13.536 -9.262 14.422 -0.1 1.1 0.5
C 19.453 -11.612 8.709 -0.4 0.6 -0.8
C 16.018 -11.681 6.988 0.6 -2.3 0.7
C 18.864 -5.983 8.589 1.0 -0.8 0.6
C 19.751 -6.206 9.667 -0.5 0.9 -0.5
C 13.427 -6.938 13.586 0.7 -0.9 1.0
C 12.225 -4.491 10.841 -0.1 0.8 0.7
C 21.260 -7.300 8.118 -0.3 0.7 -0.5
C 13.955 -8.267 13.435 -1.4 -0.6 1.7
C 17.304 -7.235 13.349 1.2 0.3 -0.8
C 18.216 -9.482 13.560 -0.5 0.7 -0.9
C 19.289 -10.335 9.285 0.6 -0.8 0.3
C 17.716 -8.322 14.163 -0.1 -0.8 -1.3
C 12.625 -5.277 15.258 -0.1 1.4 -0.7
C 12.744 -5.752 10.469 0.4 -0.4 2.1
H 17.233 -4.007 11.222 0.1 -0.1 -0.3
H 12.492 -9.667 16.285 0.2 -0.1 0.1
H 13.795 -10.294 14.199 -0.1 0.1 0.0
H 18.525 -10.316 14.143 0.1 -0.5 0.7
H 19.702 -4.618 11.140 -0.8 -0.9 0.0
H 12.900 -12.652 7.429 -0.4 0.3 -0.1
H 20.041 -6.243 11.766 -0.2 0.1 0.0
H 17.274 -7.876 6.163 -0.2 0.0 0.2
H 21.851 -6.856 10.057 -1.1 0.2 0.2
H 18.395 -10.600 11.694 0.3 -0.8 -0.1
H 16.167 -6.135 14.739 -0.5 0.3 1.1
H 15.546 -8.189 5.733 0.1 0.0 -0.1
H 12.278 -11.242 9.346 0.6 0.5 -0.2
H 15.054 -11.806 11.922 0.2 0.1 0.1
H 11.234 -8.376 7.934 0.4 0.0 -0.1
H 17.623 -8.244 15.223 -0.2 0.0 0.6
H 20.396 -12.172 8.795 -0.5 0.4 0.2
H 18.397 -13.127 7.524 0.2 -1.4 -0.4
H 10.599 -3.763 7.950 0.5 -0.1 0.2
H 11.054 -2.740 10.093 0.3 -0.8 0.5
H 11.776 -3.908 16.732 0.8 -0.5 -0.3
H 18.460 -6.234 6.486 0.4 -0.2 0.6
H 20.093 -9.886 9.963 -1.4 -0.7 -1.1
H 12.733 -4.615 14.378 -0.4 0.2 0.9
H 15.724 -4.264 13.143 -0.4 0.6 0.2
H 22.259 -7.722 7.979 -0.5 -0.2 -0.3
H 12.233 -8.032 17.888 -0.2 0.6 0.2
H 17.884 -5.602 8.743 -0.6 0.5 0.4
H 16.209 -12.374 6.146 -0.4 0.9 0.1
H 11.845 -5.487 18.554 0.0 -0.7 -0.4
H 12.657 -7.892 6.874 -0.3 -0.4 0.5
H 11.655 -5.939 7.295 -0.3 0.4 1.0
H 12.756 -9.342 7.935 0.1 -0.2 -0.1
H 12.440 -4.113 11.877 -0.2 -0.6 -1.4
H 14.777 -13.545 7.255 0.8 1.6 0.4